(1)
H14O7 as an isolated structure at a distorted geometry. Source: OMol25; level of theory: wB97M-V/def2-TZVPD.

Each line ends with the Löwdin charge.
Atoms and positions in Å:
O  1.799  0.348  -0.687  0.02
H  1.091  0.555  -1.297  0.06
H  2.350  1.131  -0.684  0.11
O  0.039  -1.124  -2.782  -0.02
H  -0.055  -0.328  -2.258  0.00
H  -0.235  -1.830  -2.197  0.04
O  -1.680  -0.836  -0.540  -0.02
H  -2.199  -1.607  -0.771  0.11
H  -2.237  -0.345  0.064  0.10
O  0.175  -0.100  0.454  -0.08
H  -0.459  -0.154  -0.261  -0.02
H  1.006  -0.362  0.058  -0.03
O  -0.843  2.374  -0.537  -0.04
H  -0.602  1.861  0.234  0.02
H  -1.373  3.093  -0.192  0.04
O  -0.710  -1.306  1.862  -0.09
H  -0.075  -0.811  1.344  -0.22
H  -1.415  -1.509  1.247  -0.02
O  1.667  0.051  2.564  -0.02
H  2.094  -0.105  1.721  0.02
H  1.662  1.004  2.657  0.04

highest occupied orbital energy	-8.803	eV
net charge	0
LUMO level	0.0	eV
ΔE to the lowest compared entry with this formula, charge and spin	153.02	kcal/mol
spin multiplicity	1

***

(2)
One molecule with the formula C16H19FN4S. Source: OMol25; level of theory: wB97M-V/def2-TZVPD.

Each line ends with the Löwdin charge.
Atoms and positions in Å:
C  2.374  0.108  -2.483  -0.09
N  1.779  0.822  -1.370  -0.23
C  0.635  1.589  -1.816  -0.09
C  1.492  -0.093  -0.271  -0.29
C  0.780  0.586  0.913  -0.15
N  -0.651  0.636  0.753  0.00
C  -1.398  1.739  0.929  -0.87
S  -0.770  3.217  1.326  0.65
N  -2.745  1.650  0.726  0.04
C  -3.560  0.533  0.555  -0.25
C  -4.694  0.657  -0.251  -0.01
C  -5.545  -0.412  -0.442  0.00
C  -5.259  -1.615  0.182  -0.28
F  -6.080  -2.667  -0.008  0.06
C  -4.160  -1.758  1.008  0.00
C  -3.315  -0.681  1.200  -0.03
C  2.792  -0.649  0.259  -0.20
C  3.863  0.197  0.528  -0.02
C  5.028  -0.339  1.047  -0.05
C  5.076  -1.705  1.285  -0.15
N  4.064  -2.518  1.035  0.06
C  2.956  -2.000  0.536  -0.10
H  2.678  0.828  -3.240  0.09
H  3.256  -0.433  -2.146  0.08
H  1.678  -0.613  -2.942  0.09
H  0.937  2.185  -2.675  0.09
H  0.314  2.275  -1.036  0.04
H  -0.216  0.956  -2.118  0.09
H  0.855  -0.938  -0.612  0.15
H  1.013  0.017  1.823  0.14
H  1.147  1.605  1.043  0.08
H  -1.098  -0.191  0.386  0.12
H  -3.199  2.552  0.661  0.12
H  -4.903  1.603  -0.728  0.12
H  -6.421  -0.326  -1.064  0.12
H  -3.980  -2.698  1.504  0.12
H  -2.490  -0.773  1.890  0.12
H  3.772  1.251  0.313  0.12
H  5.879  0.288  1.264  0.10
H  5.962  -2.175  1.691  0.10
H  2.158  -2.709  0.345  0.11

highest occupied orbital energy	-8.323	eV
net charge	0
LUMO level	0.5	eV
SMILES string	CN(C)[C@H](CNC(=S)Nc1ccc(F)cc1)c1cccnc1
ΔE to the lowest compared entry with this formula, charge and spin	2.77	kcal/mol
spin multiplicity	1

***

(3)
C7H5I2O3S as an isolated structure at a distorted geometry. Source: OMol25; level of theory: wB97M-V/def2-TZVPD.

Each line ends with the Löwdin charge.
Atoms and positions in Å:
C  -2.070  1.727  1.137  -0.08
C  -2.148  0.397  0.724  -0.07
C  -0.818  2.335  1.213  -0.12
C  -1.002  -0.267  0.338  -0.09
C  0.319  1.693  0.848  -0.11
C  0.204  0.397  0.425  0.07
C  2.106  -1.420  -0.520  -1.35
O  1.694  -2.653  -2.737  -0.39
O  0.415  -0.697  -2.376  -0.35
O  0.003  -2.604  -0.953  -0.44
S  0.973  -1.860  -1.786  0.07
I  2.876  -3.086  0.585  0.71
I  3.625  -0.304  -1.340  0.75
H  -2.879  2.387  1.394  0.09
H  -2.931  -0.202  0.430  0.08
H  -0.651  3.341  1.481  0.08
H  -1.016  -1.272  0.134  0.05
H  1.300  2.088  1.002  0.10

highest occupied orbital energy	-4.709	eV
net charge	-1
LUMO level	1.7	eV
ΔE to the lowest compared entry with this formula, charge and spin	71.79	kcal/mol
spin multiplicity	1

***

(4)
C3H3O2Pm as an isolated structure at a distorted geometry. Source: OMol25; level of theory: wB97M-V/def2-TZVPD.

Each line ends with the Löwdin spin population.
Atoms and positions in Å:
O  -1.349  -0.209  0.210  0.00
C  -2.438  -0.600  0.226  0.00
O  -3.540  -0.937  0.372  0.00
Pm  -5.682  -2.748  0.474  5.00
C  2.220  0.234  -0.342  0.00
C  2.718  1.382  -0.162  0.00
H  2.046  -0.818  -0.559  0.00
H  3.814  1.383  -0.334  0.00
H  2.210  2.313  0.115  0.00

highest occupied orbital energy (spin up / spin down)	-20.971 / -22.521	eV
net charge	+3
LUMO level (spin up / spin down)	-12.4 / -12.2	eV
ΔE to the lowest compared entry with this formula, charge and spin	0.00	kcal/mol
spin multiplicity	6